Record 1
The molecule C6H10O in a non-equilibrium geometry. Source: the OMol25 dataset; level of theory: the ωB97M-V functional and the def2-TZVPD basis.

Each line ends with the Löwdin charge.
Positions of all 17 atoms, in Å:
C -1.99992 0.18277 0.21138  -0.044
C -0.67401 -0.37523 0.71945  -0.406
O -0.74560 -1.77959 0.60922  -0.055
C 0.60404 0.05183 -0.03594  -0.408
C 0.92499 1.52751 -0.13332  -0.039
C 1.75025 -0.90276 0.02798  0.032
C 1.12871 -0.88254 -1.11061  0.005
H -2.05251 1.27593 0.19540  0.073
H -2.17238 -0.21136 -0.79676  0.085
H -2.80732 -0.19764 0.84892  0.081
H -0.53376 -0.10725 1.78003  0.148
H -0.29560 -1.91725 -0.25115  0.064
H 0.20965 2.05330 -0.77438  0.078
H 0.93080 2.00424 0.85351  0.083
H 1.92153 1.64359 -0.57340  0.082
H 2.62278 -1.20850 0.58119  0.113
H 1.18836 -1.15705 -2.15153  0.107

The value obtained for the strongest force on any atom is 1.02 eV Å⁻¹. The energy above the lowest of the compared OMol25 structures with the same formula, charge and spin is 2.413 eV. The value obtained for the HOMO energy is -9.9 eV. The calculation puts the orbital gap at 10.90 eV. Its total energy is -309.753678 Ha.

***

Record 2
The molecule C6H10O. Source: the OMol25 dataset; level of theory: the ωB97M-V functional and the def2-TZVPD basis.

Each line ends with the Löwdin charge.
Positions of all 17 atoms, in Å:
C 1.48256 1.16743 -0.73866  -0.077
C 0.11929 0.69416 -1.19005  -0.299
C -0.21625 -0.76771 -1.14637  -0.095
C -0.91391 0.17754 -0.21144  -0.255
C -0.66041 0.07375 1.27872  -0.128
C -0.65900 -1.35341 1.78631  -0.261
O -1.27091 -2.26062 1.27747  0.054
H 2.21800 1.05559 -1.54243  0.078
H 1.85277 0.58803 0.11454  0.070
H 1.46587 2.22242 -0.44241  0.078
H -0.28684 1.26170 -2.02583  0.130
H -0.80905 -1.23720 -1.92611  0.107
H 0.53387 -1.42613 -0.71156  0.111
H -1.94344 0.40133 -0.47862  0.136
H -1.45268 0.59373 1.83633  0.126
H 0.27561 0.55619 1.58486  0.105
H -0.04147 -1.53225 2.69210  0.119

The value obtained for the strongest force on any atom is 0.52 eV Å⁻¹. The energy above the lowest of the compared OMol25 structures with the same formula, charge and spin is 0.811 eV. The value obtained for the HOMO energy is -9.7 eV. The calculation puts the orbital gap at 10.72 eV. Its total energy is -309.812575 Ha.

***

Record 3
The molecule C6H10O. Source: the OMol25 dataset; level of theory: the ωB97M-V functional and the def2-TZVPD basis.

Each line ends with the Löwdin charge.
Positions of all 17 atoms, in Å:
O 0.30462 2.45730 0.33802  0.041
C -0.13476 2.26892 -0.77164  -0.261
C -0.64856 0.94299 -1.28068  -0.155
C -1.00996 -0.04173 -0.15752  -0.171
C -0.03887 -1.19584 -0.00694  -0.312
C 1.40085 -0.92440 0.32619  -0.124
C 0.50271 -1.56817 1.34421  -0.123
H -0.17447 3.10629 -1.49861  0.119
H -1.48397 1.14633 -1.96088  0.110
H 0.15490 0.54023 -1.91634  0.128
H -2.01573 -0.43875 -0.32819  0.112
H -1.04702 0.51600 0.78399  0.110
H -0.21293 -2.02662 -0.68899  0.133
H 2.16116 -1.53796 -0.14976  0.098
H 1.68544 0.11146 0.49482  0.097
H 0.65009 -2.61911 1.57718  0.096
H 0.19605 -0.96005 2.19180  0.102

The value obtained for the strongest force on any atom is 0.46 eV Å⁻¹. The energy above the lowest of the compared OMol25 structures with the same formula, charge and spin is 0.789 eV. The value obtained for the HOMO energy is -9.8 eV. The calculation puts the orbital gap at 10.93 eV. Its total energy is -309.813374 Ha.

***

Record 4
The molecule C6H10O. Source: the OMol25 dataset; level of theory: the ωB97M-V functional and the def2-TZVPD basis.

Each line ends with the Löwdin charge.
Positions of all 17 atoms, in Å:
C -1.36169 1.21767 -1.17899  -0.067
C -0.01022 0.54150 -0.91696  -0.424
C 0.63048 0.78645 0.47038  -0.100
C 1.00458 -0.67432 0.71594  -0.441
O 1.71981 -1.00983 1.86626  0.010
C -0.28155 -1.43768 0.35949  -0.176
C -0.18876 -0.96704 -1.06613  0.116
H -1.22410 2.30247 -1.21311  0.082
H -2.08318 0.99380 -0.38682  0.077
H -1.77572 0.89472 -2.13898  0.078
H 0.66085 0.86072 -1.71817  0.129
H -0.04184 1.20140 1.23684  0.123
H 1.51607 1.42757 0.42026  0.119
H 1.19245 -1.62317 2.38262  0.093
H -0.20853 -2.52522 0.46281  0.106
H -1.18997 -1.06713 0.86322  0.130
H 1.64133 -0.92192 -0.15866  0.148

The value obtained for the strongest force on any atom is 0.81 eV Å⁻¹. The energy above the lowest of the compared OMol25 structures with the same formula, charge and spin is 3.723 eV. The value obtained for the HOMO energy is -8.4 eV. The calculation puts the orbital gap at 8.52 eV. Its total energy is -309.705552 Ha.

***

Record 5
A cluster of 2 separate species, C6H10O in total. Source: the OMol25 dataset; level of theory: the ωB97M-V functional and the def2-TZVPD basis.

Each line ends with the Löwdin charge.
Positions of all 17 atoms, in Å:
C 0.91038 -0.48526 1.84840  -0.020
C 0.35862 -0.33105 0.46192  -0.406
C 1.03353 0.26954 -0.79615  -0.008
C -0.39191 0.44111 -1.37363  -0.506
O -0.88189 0.69928 -2.44250  0.048
C -0.96868 0.13831 -0.06112  -0.131
C -0.52464 -1.34906 -0.17487  -0.027
H 1.30084 0.44386 2.27264  0.079
H 0.14538 -0.88171 2.52643  0.085
H 1.72526 -1.21750 1.81526  0.085
H 1.76621 -0.34877 -1.31943  0.119
H 1.41304 1.28885 -0.65140  0.130
H -1.88930 0.41169 0.44900  0.145
H -1.27100 -1.94206 0.32207  0.112
H -0.10877 -1.82340 -1.06673  0.126
H -1.37337 2.26033 -1.26307  0.084
H -1.24370 2.42586 -0.54681  0.087

The value obtained for the strongest force on any atom is 0.89 eV Å⁻¹. The energy above the lowest of the compared OMol25 structures with the same formula, charge and spin is 2.993 eV. The value obtained for the HOMO energy is -9.4 eV. The calculation puts the orbital gap at 10.19 eV. Its total energy is -309.732385 Ha.

***

Record 6
The molecule C6H10O. Source: the OMol25 dataset; level of theory: the ωB97M-V functional and the def2-TZVPD basis.

Each line ends with the Löwdin charge.
Positions of all 17 atoms, in Å:
C -0.91000 -1.44052 1.84240  -0.155
C -1.17722 -0.29793 0.95539  0.002
C -0.05030 0.66586 0.83058  -0.183
C 0.39303 0.87729 -0.61915  -0.545
O 1.03261 2.09730 -0.86537  0.013
C 0.85717 -0.31782 -1.40050  -0.063
C -0.46170 0.35215 -1.72043  -0.071
H -1.80317 -1.74520 2.39829  0.074
H -0.01374 -1.42765 2.48384  0.071
H -0.78491 -2.24627 1.09078  0.102
H -1.38128 -0.13544 -1.41628  0.082
H 0.83427 0.48406 1.47233  0.114
H -0.50297 1.62133 1.14845  0.140
H 1.94275 2.02232 -0.55124  0.105
H 1.66884 -0.15640 -2.10448  0.105
H 0.86643 -1.29161 -0.91377  0.099
H -0.50980 0.93853 -2.63085  0.111

The value obtained for the strongest force on any atom is 0.35 eV Å⁻¹. The energy above the lowest of the compared OMol25 structures with the same formula, charge and spin is 4.241 eV. The value obtained for the HOMO energy is -8.2 eV. The calculation puts the orbital gap at 8.41 eV. Its total energy is -309.686514 Ha.

***

Record 7
A structure of composition C6H10O. Source: the OMol25 dataset; level of theory: the ωB97M-V functional and the def2-TZVPD basis.

Each line ends with the Löwdin charge.
Positions of all 17 atoms, in Å:
C 1.75513 -0.50041 -0.50748  -0.036
C 0.35216 0.27471 0.80020  -0.167
C -0.12479 1.55767 0.31635  -0.170
C -1.32110 1.29062 -0.45680  -0.114
C -1.68327 -0.00687 -0.38714  -0.063
C -0.81409 -0.70358 0.63771  -0.378
O -0.50116 -2.05513 0.43045  -0.030
H 1.47069 -0.68871 -1.54691  0.046
H 2.66227 0.10901 -0.46303  0.047
H 1.90283 -1.43739 0.03189  0.046
H 1.04288 0.17849 1.63140  0.141
H 0.84685 0.69038 -0.30086  0.120
H 0.33440 2.51023 0.53353  0.100
H -1.84191 2.05686 -1.02266  0.104
H -2.55664 -0.47010 -0.82890  0.099
H -1.32058 -0.67528 1.61825  0.166
H -0.20368 -2.13051 -0.48599  0.086

The value obtained for the strongest force on any atom is 0.46 eV Å⁻¹. The energy above the lowest of the compared OMol25 structures with the same formula, charge and spin is 4.996 eV. The value obtained for the HOMO energy is -6.8 eV. The calculation puts the orbital gap at 7.53 eV. Its total energy is -309.658777 Ha.

***

Record 8
The molecule C6H10O in a non-equilibrium geometry. Source: the OMol25 dataset; level of theory: the ωB97M-V functional and the def2-TZVPD basis.

Each line ends with the Löwdin charge.
Positions of all 17 atoms, in Å:
C 0.25229 1.98546 1.22177  -0.118
C 1.07955 1.01216 0.44766  -0.228
C 0.63446 0.49466 -0.69831  -0.241
C 0.79044 -0.91790 -1.04196  -0.047
C -0.57072 -0.97075 0.17100  -0.092
C -1.48167 -1.66701 -0.71701  -0.351
O -2.31918 -1.09516 -1.38379  0.037
H -0.36257 1.47702 1.99483  0.079
H -0.45625 2.50604 0.56905  0.081
H 0.86973 2.71475 1.74141  0.064
H 1.87435 0.48134 0.97570  0.107
H -0.22293 0.90122 -1.23575  0.127
H 0.59956 -1.19568 -2.10311  0.114
H 1.69831 -1.45226 -0.71315  0.110
H -1.10200 -0.08286 0.60969  0.117
H -0.08661 -1.47152 1.00375  0.118
H -1.19674 -2.71951 -0.84178  0.122

The value obtained for the strongest force on any atom is 1.51 eV Å⁻¹. The energy above the lowest of the compared OMol25 structures with the same formula, charge and spin is 3.344 eV. The value obtained for the HOMO energy is -8.0 eV. The calculation puts the orbital gap at 8.82 eV. Its total energy is -309.719496 Ha.

***

Record 9
The molecule C6H10O. Source: the OMol25 dataset; level of theory: the ωB97M-V functional and the def2-TZVPD basis.

Each line ends with the Löwdin charge.
Positions of all 17 atoms, in Å:
O 1.60947 -0.74120 1.30328  -0.047
C 1.33494 -0.38750 -0.05504  -0.390
C 1.09008 1.09483 -0.27769  -0.040
C -0.12078 1.65807 -0.26760  -0.093
C -1.39597 0.89747 -0.03350  -0.190
C -1.12061 -0.57265 0.30593  -0.192
C 0.08865 -1.17254 -0.41794  -0.163
H 1.28497 -1.65834 1.33960  0.080
H 2.19325 -0.68627 -0.67881  0.138
H 1.94526 1.70378 -0.56046  0.101
H -0.21940 2.72646 -0.46914  0.103
H -2.03423 0.99441 -0.92538  0.114
H -1.97268 1.36364 0.77946  0.114
H -0.89795 -0.63672 1.37606  0.112
H -1.99973 -1.18734 0.09902  0.108
H 0.25483 -2.20037 -0.01136  0.120
H -0.04010 -1.19574 -1.50641  0.126

The value obtained for the strongest force on any atom is 0.92 eV Å⁻¹. The energy above the lowest of the compared OMol25 structures with the same formula, charge and spin is 0.341 eV. The value obtained for the HOMO energy is -9.5 eV. The calculation puts the orbital gap at 10.52 eV. Its total energy is -309.829854 Ha.

***

Record 10
A structure of composition C6H10O. Source: the OMol25 dataset; level of theory: the ωB97M-V functional and the def2-TZVPD basis.

Each line ends with the Löwdin charge.
Positions of all 17 atoms, in Å:
C 1.86732 0.32349 -0.67841  -0.001
C 0.57519 0.20628 0.07762  -0.494
C 0.13255 -1.19962 0.58058  -0.081
C -1.16642 -1.08257 -0.26106  -0.125
C -0.83860 0.39185 -0.50907  -0.190
C -1.02334 1.28296 0.72599  -0.129
O 0.37812 1.23543 1.06020  -0.061
H 2.71655 0.12482 -0.01532  0.089
H 1.88765 -0.40692 -1.49480  0.089
H 1.98096 1.32686 -1.09929  0.087
H 0.79402 -2.03164 0.32521  0.108
H -0.03280 -1.19281 1.66141  0.118
H -2.11742 -1.28811 0.24125  0.105
H -1.12036 -1.67334 -1.18034  0.106
H -1.02873 0.85286 -1.48130  0.141
H -1.63444 0.83176 1.52163  0.123
H -1.37025 2.29871 0.52572  0.116

The value obtained for the strongest force on any atom is 0.39 eV Å⁻¹. The energy above the lowest of the compared OMol25 structures with the same formula, charge and spin is 1.285 eV. The value obtained for the HOMO energy is -9.4 eV. The calculation puts the orbital gap at 10.47 eV. Its total energy is -309.795148 Ha.